DFT (the ωB97M-V functional and the def2-TZVPD basis) results for a 2-piece molecular cluster, C7H9FN2O overall at a distorted geometry.

Structure (XYZ):
```
20
C7H9FN2O the ωB97M-V functional and the def2-TZVPD basis
C -1.436 0.771 -2.657
C -0.981 -0.497 -0.650
C 1.781 0.330 1.368
C 1.025 1.370 1.768
C -2.058 0.687 0.913
C -1.561 0.500 -1.298
C -0.201 -1.680 -1.137
N -1.274 0.917 -3.768
N -2.106 1.451 -0.382
O -1.227 -0.428 0.756
F -1.225 2.697 -0.370
H 1.436 -0.708 1.369
H 2.513 0.623 0.614
H 1.145 2.495 1.625
H 0.207 1.266 2.440
H -3.035 0.413 1.181
H -1.641 1.233 1.815
H -0.749 -2.625 -1.018
H 0.829 -1.751 -0.746
H -0.247 -1.614 -2.325
```

Calculated values
SMILES   CC1=C(C#N)N(F)CO1.C=C
ΔE to the lowest compared entry with this formula, charge and spin   39.4 kcal/mol
Electronic energy   -556.56730 Ha

Population analysis type natural (NBO), resulting atomic charges in e: number 1, C, carries 0.26; number 2, C, carries 0.44; number 3, C, carries -0.42; number 4, C, carries -0.36; number 5, C, carries 0.04; number 6, C, carries -0.15; number 7, C, carries -0.69; number 8, N, carries -0.27; number 9, N, carries -0.03; number 10, O, carries -0.48; number 11, F, carries -0.30; number 12, H, carries 0.20; number 13, H, carries 0.20; number 14, H, carries 0.21; number 15, H, carries 0.16; number 16, H, carries 0.20; number 17, H, carries 0.22; number 18, H, carries 0.25; number 19, H, carries 0.26; number 20, H, carries 0.25

***

DFT (the ωB97M-V functional and the def2-TZVPD basis) results for one molecule with the formula C3H6N4 at a distorted geometry.

Structure (XYZ):
```
13
C3H6N4 the ωB97M-V functional and the def2-TZVPD basis
C 0.284 0.039 0.191
C 0.328 -1.432 0.193
C -0.787 -1.806 -0.306
H 0.255 2.386 1.300
H 0.544 2.577 -0.509
H 1.708 0.720 1.492
H 1.034 -2.140 0.503
H -1.025 -2.877 -0.703
H -2.183 -0.400 -1.636
N 1.052 2.152 0.515
N 1.305 0.864 0.639
N -1.417 -0.687 -0.807
N -0.837 0.376 -0.477
```

Calculated values
SMILES   NNc1cc[nH]n1
ΔE to the lowest compared entry with this formula, charge and spin   104.6 kcal/mol
Electronic energy   -336.78259 Ha

Population analysis type natural (NBO), resulting atomic charges in e: number 1, C, carries 0.25; number 2, C, carries -0.36; number 3, C, carries -0.06; number 4, H, carries 0.30; number 5, H, carries 0.38; number 6, H, carries 0.37; number 7, H, carries 0.23; number 8, H, carries 0.22; number 9, H, carries 0.43; number 10, N, carries -0.65; number 11, N, carries -0.44; number 12, N, carries -0.35; number 13, N, carries -0.32

***

DFT (the ωB97M-V functional and the def2-TZVPD basis) results for C13H26NO4OsP2 as an isolated structure at a distorted geometry.

Structure (XYZ):
```
47
C13H26NO4OsP2 the ωB97M-V functional and the def2-TZVPD basis
Os 0.070 -0.327 0.917
P -2.096 -0.221 0.317
C -2.064 0.203 -1.471
C -0.877 0.999 -1.787
N 0.239 0.737 -1.033
C 1.475 1.060 -1.502
C 1.670 1.848 -2.640
C 0.542 2.105 -3.433
C -0.736 1.663 -3.023
C 2.659 0.702 -0.622
P 2.152 -0.683 0.516
H -1.619 1.735 -3.678
H 2.687 2.173 -2.932
H 0.648 2.669 -4.364
H 3.542 0.384 -1.198
H 2.986 1.536 0.027
H -1.925 -0.940 -2.129
H -2.964 0.662 -1.864
H -0.932 -2.459 -1.810
O -1.490 -2.053 -2.558
H -2.293 -2.485 -2.888
H -0.315 -2.069 0.078
O -0.164 -2.870 -0.831
H -0.584 -3.705 -0.536
C 2.662 -2.171 -0.429
H 3.512 -1.949 -1.114
H 2.955 -2.951 0.302
H 1.783 -2.537 -0.998
C 3.268 -0.686 1.961
H 3.190 -1.691 2.413
H 4.305 -0.464 1.650
H 2.892 0.073 2.668
C -3.107 1.120 1.113
H -4.047 1.195 0.506
H -3.279 0.819 2.170
H -2.485 2.042 1.017
C -3.142 -1.682 0.517
H -3.439 -1.766 1.565
H -4.058 -1.640 -0.074
H -2.624 -2.614 0.263
C 0.154 2.505 4.029
C 0.143 1.403 2.998
O 0.079 0.174 3.305
O 0.179 1.746 1.750
H 0.286 2.149 5.050
H -0.790 3.052 3.980
H 0.951 3.211 3.801
```

Calculated values
⟨S²⟩   6.043
ΔE to the lowest compared entry with this formula, charge and spin   40.5 kcal/mol
Electronic energy   -1638.85836 Ha
Spin multiplicity   5
Charge   +3

Population analysis type Mulliken, resulting atomic charges in e: number 1, Os, carries 1.75; number 2, P, carries 0.20; number 3, C, carries -0.63; number 4, C, carries 0.40; number 5, N, carries -0.31; number 6, C, carries 0.69; number 7, C, carries -0.95; number 8, C, carries -0.42; number 9, C, carries -0.85; number 10, C, carries -1.21; number 11, P, carries 0.44; number 12, H, carries 0.51; number 13, H, carries 0.53; number 14, H, carries 0.48; number 15, H, carries 0.68; number 16, H, carries 0.45; number 17, H, carries 0.17; number 18, H, carries 0.81; number 19, H, carries 0.48; number 20, O, carries -0.53; number 21, H, carries 0.40; number 22, H, carries 0.21; number 23, O, carries -0.72; number 24, H, carries 0.41; number 25, C, carries -1.06; number 26, H, carries 0.38; number 27, H, carries 0.45; number 28, H, carries 0.30; number 29, C, carries -1.11; number 30, H, carries 0.45; number 31, H, carries 0.43; number 32, H, carries 0.37; number 33, C, carries -1.13; number 34, H, carries 0.47; number 35, H, carries 0.45; number 36, H, carries 0.37; number 37, C, carries -1.10; number 38, H, carries 0.45; number 39, H, carries 0.45; number 40, H, carries 0.33; number 41, C, carries -1.14; number 42, C, carries 0.90; number 43, O, carries -0.58; number 44, O, carries -0.73; number 45, H, carries 0.38; number 46, H, carries 0.33; number 47, H, carries 0.34

***

DFT (the ωB97M-V functional and the def2-TZVPD basis) results for C34H39MnN5O3P2S as an isolated structure at a distorted geometry.

Structure (XYZ):
```
85
C34H39MnN5O3P2S the ωB97M-V functional and the def2-TZVPD basis
Mn -1.137 -1.703 3.157
C -2.509 -3.101 -0.567
C -1.321 -2.772 -0.078
C -0.493 -1.627 -0.568
C -0.603 -0.151 -0.049
C -1.909 0.299 0.567
C -3.106 -0.198 0.271
C -3.425 -0.705 -1.083
C -3.453 -2.219 -1.344
C -2.408 -0.443 4.131
H -2.857 -4.114 -0.323
H -0.832 -3.410 0.689
H -0.689 -1.616 -1.674
H 0.568 -1.964 -0.342
H 0.285 0.096 0.582
H -0.486 0.514 -0.931
H -1.818 1.182 1.218
H -3.897 -0.308 1.061
H -2.682 -0.296 -1.770
H -4.392 -0.283 -1.415
H -4.469 -2.595 -1.132
H -3.318 -2.397 -2.439
H -3.404 -0.790 3.636
H -2.257 0.609 3.798
H -2.316 -0.632 5.255
P 1.510 3.391 -0.392
P 3.346 0.636 -1.203
N 0.372 4.444 -1.159
N 2.321 4.832 0.456
N 2.621 0.173 -2.723
N 4.933 -0.117 -1.589
C 2.627 3.350 -1.853
C 3.816 2.384 -1.734
C -0.957 4.514 -0.724
C -1.566 5.617 -1.313
C -0.585 6.268 -2.129
C 0.585 5.516 -2.034
C 2.674 4.792 1.804
C 3.525 5.863 2.101
C 3.727 6.593 0.891
C 2.926 5.968 -0.080
C 1.378 -0.458 -2.774
C 0.851 -0.419 -4.057
C 1.803 0.291 -4.856
C 2.869 0.613 -4.021
C 5.717 -0.213 -2.753
C 6.911 -0.878 -2.470
C 6.909 -1.152 -1.054
C 5.714 -0.649 -0.553
H 3.082 4.323 -2.085
H 1.944 3.058 -2.670
H 4.323 2.299 -2.710
H 4.564 2.719 -0.985
H -1.323 3.752 -0.051
H -2.587 5.936 -1.157
H -0.699 7.200 -2.681
H 1.516 5.661 -2.569
H 2.297 3.997 2.425
H 3.950 6.084 3.073
H 4.390 7.439 0.731
H 2.758 6.278 -1.098
H 0.978 -0.850 -1.874
H -0.097 -0.847 -4.397
H 1.717 0.571 -5.912
H 3.769 1.148 -4.255
H 5.396 0.185 -3.705
H 7.691 -1.152 -3.187
H 7.700 -1.644 -0.480
H 5.329 -0.627 0.452
O -5.087 -3.827 0.858
S -4.786 -3.662 2.254
O -5.601 -2.712 2.981
N -3.155 -3.347 2.469
C -2.544 -4.287 3.211
O -1.377 -4.032 3.686
C -3.392 -5.459 3.472
C -3.078 -6.517 4.348
C -4.066 -7.450 4.646
C -5.409 -7.195 4.242
C -5.755 -6.035 3.535
C -4.683 -5.240 3.070
H -2.082 -6.513 4.783
H -3.799 -8.336 5.234
H -6.178 -7.921 4.511
H -6.806 -5.732 3.405
```

Calculated values
⟨S²⟩   8.768
ΔE to the lowest compared entry with this formula, charge and spin   0.0 kcal/mol
Electronic energy   -4050.18852 Ha
Spin multiplicity   6

Population analysis type Mulliken, resulting atomic charges in e: number 1, Mn, carries 0.74; number 2, C, carries -1.38; number 3, C, carries -0.23; number 4, C, carries -0.09; number 5, C, carries -0.12; number 6, C, carries -0.69; number 7, C, carries -0.46; number 8, C, carries -0.89; number 9, C, carries -0.95; number 10, C, carries -0.84; number 11, H, carries 0.47; number 12, H, carries 0.76; number 13, H, carries 0.10; number 14, H, carries 0.44; number 15, H, carries 0.36; number 16, H, carries 0.14; number 17, H, carries 0.76; number 18, H, carries 0.36; number 19, H, carries 0.22; number 20, H, carries 0.48; number 21, H, carries 0.41; number 22, H, carries 0.40; number 23, H, carries 0.07; number 24, H, carries 0.27; number 25, H, carries 0.33; number 26, P, carries 0.15; number 27, P, carries -0.11; number 28, N, carries 0.41; number 29, N, carries 0.28; number 30, N, carries 0.37; number 31, N, carries 0.36; number 32, C, carries -0.69; number 33, C, carries -1.28; number 34, C, carries -0.48; number 35, C, carries -0.60; number 36, C, carries -0.84; number 37, C, carries -0.12; number 38, C, carries -0.44; number 39, C, carries -0.60; number 40, C, carries -0.72; number 41, C, carries -0.06; number 42, C, carries -0.18; number 43, C, carries -0.40; number 44, C, carries -1.20; number 45, C, carries -0.07; number 46, C, carries -0.09; number 47, C, carries -0.55; number 48, C, carries -0.57; number 49, C, carries -0.42; number 50, H, carries 0.34; number 51, H, carries 0.63; number 52, H, carries 0.51; number 53, H, carries 0.50; number 54, H, carries 0.35; number 55, H, carries 0.42; number 56, H, carries 0.41; number 57, H, carries 0.46; number 58, H, carries 0.38; number 59, H, carries 0.40; number 60, H, carries 0.42; number 61, H, carries 0.17; number 62, H, carries 0.13; number 63, H, carries 0.46; number 64, H, carries 0.41; number 65, H, carries 0.40; number 66, H, carries 0.17; number 67, H, carries 0.42; number 68, H, carries 0.39; number 69, H, carries 0.36; number 70, O, carries -0.63; number 71, S, carries 1.06; number 72, O, carries -0.67; number 73, N, carries -0.16; number 74, C, carries 0.94; number 75, O, carries -0.97; number 76, C, carries 0.13; number 77, C, carries -0.62; number 78, C, carries -0.54; number 79, C, carries -0.39; number 80, C, carries -0.65; number 81, C, carries 0.36; number 82, H, carries 0.40; number 83, H, carries 0.37; number 84, H, carries 0.38; number 85, H, carries 0.39

***

DFT (the ωB97M-V functional and the def2-TZVPD basis) results for C13H21AuCl3GeIN4O3 as an isolated structure at a distorted geometry.

Structure (XYZ):
```
47
C13H21AuCl3GeIN4O3 the ωB97M-V functional and the def2-TZVPD basis
Au -0.144 -0.227 0.395
C 0.029 0.460 4.653
C 0.459 -0.160 3.361
O -0.369 -0.096 2.390
N 1.640 -0.732 3.318
C 2.228 -1.463 2.192
C 2.954 -0.568 1.222
C 4.331 -0.452 1.230
C 4.947 0.370 0.296
C 4.159 1.057 -0.612
C 2.787 0.906 -0.546
N 2.188 0.108 0.349
H -1.038 0.656 4.630
H 0.560 1.405 4.789
H 0.263 -0.191 5.495
H 2.188 -0.677 4.166
H 1.433 -1.998 1.681
H 2.907 -2.208 2.599
H 4.917 -1.004 1.952
H 6.024 0.468 0.279
H 4.598 1.704 -1.359
H 2.138 1.439 -1.228
Cl -2.850 -2.153 -1.212
Ge -1.576 -2.189 0.483
Cl -2.754 -2.124 2.210
Cl -0.297 -3.825 0.450
N -4.603 0.609 0.322
C -3.584 1.453 0.184
O -2.460 1.153 -0.191
C -3.761 2.938 0.551
I -5.680 3.830 0.349
H -4.469 -0.363 0.076
H -5.514 0.881 0.651
H -3.096 3.551 -0.050
H -3.523 3.095 1.609
C 0.753 -1.193 -4.075
N -0.467 -0.436 -3.737
C -1.369 0.042 -4.808
C -0.743 -0.183 -2.500
O 0.046 -0.575 -1.565
H 0.751 -1.402 -5.139
H 0.774 -2.126 -3.516
H 1.636 -0.611 -3.819
H -0.916 -0.183 -5.767
H -1.511 1.117 -4.733
H -2.330 -0.464 -4.747
H -1.657 0.361 -2.280
```

Calculated values
⟨S²⟩   0.753
ΔE to the lowest compared entry with this formula, charge and spin   50.8 kcal/mol
Electronic energy   -4842.70475 Ha
Spin multiplicity   2
Charge   +3

Population analysis type natural (NBO), resulting atomic charges in e: number 1, Au, carries 1.13; number 2, C, carries -0.70; number 3, C, carries 0.73; number 4, O, carries -0.70; number 5, N, carries -0.53; number 6, C, carries -0.27; number 7, C, carries 0.19; number 8, C, carries -0.22; number 9, C, carries -0.10; number 10, C, carries -0.22; number 11, C, carries 0.06; number 12, N, carries -0.57; number 13, H, carries 0.26; number 14, H, carries 0.27; number 15, H, carries 0.27; number 16, H, carries 0.44; number 17, H, carries 0.22; number 18, H, carries 0.26; number 19, H, carries 0.25; number 20, H, carries 0.26; number 21, H, carries 0.26; number 22, H, carries 0.21; number 23, Cl, carries -0.34; number 24, Ge, carries 1.13; number 25, Cl, carries -0.30; number 26, Cl, carries -0.27; number 27, N, carries -0.77; number 28, C, carries 0.66; number 29, O, carries -0.64; number 30, C, carries -0.66; number 31, I, carries 0.95; number 32, H, carries 0.44; number 33, H, carries 0.42; number 34, H, carries 0.29; number 35, H, carries 0.30; number 36, C, carries -0.43; number 37, N, carries -0.31; number 38, C, carries -0.42; number 39, C, carries 0.53; number 40, O, carries -0.71; number 41, H, carries 0.24; number 42, H, carries 0.24; number 43, H, carries 0.23; number 44, H, carries 0.25; number 45, H, carries 0.23; number 46, H, carries 0.23; number 47, H, carries 0.20

***

DFT (the ωB97M-V functional and the def2-TZVPD basis) results for an isolated ion of composition C9H12N and charge +1 at a distorted geometry.

Structure (XYZ):
```
22
C9H12N the ωB97M-V functional and the def2-TZVPD basis
C -0.388 0.550 1.820
C -1.199 0.815 0.580
C 0.919 -0.011 0.094
C -0.100 -1.011 -0.572
C -0.080 1.096 -0.513
C -1.482 -0.454 -0.313
C 0.830 0.090 1.672
C -0.745 -0.025 -1.538
C 1.865 -0.283 2.632
N -1.081 -0.191 -2.969
H -0.845 1.032 2.619
H -1.885 1.638 0.770
H 1.800 -0.154 -0.337
H 0.079 -1.993 -0.819
H -0.003 2.087 -0.906
H -2.264 -1.178 -0.371
H 2.888 -0.118 2.379
H 1.889 -1.381 2.658
H 1.682 0.128 3.588
H -0.299 -0.655 -3.346
H -1.411 0.627 -3.505
H -1.893 -0.788 -2.978
```

Calculated values
⟨S²⟩   2.007
ΔE to the lowest compared entry with this formula, charge and spin   7.7 kcal/mol
Electronic energy   -404.32087 Ha
Spin multiplicity   3
Charge   +1

Population analysis type natural (NBO), resulting atomic charges in e: number 1, C, carries -0.10; number 2, C, carries -0.27; number 3, C, carries -0.22; number 4, C, carries -0.20; number 5, C, carries -0.16; number 6, C, carries -0.20; number 7, C, carries 0.05; number 8, C, carries -0.01; number 9, C, carries -0.67; number 10, N, carries -0.65; number 11, H, carries 0.20; number 12, H, carries 0.25; number 13, H, carries 0.22; number 14, H, carries 0.23; number 15, H, carries 0.24; number 16, H, carries 0.23; number 17, H, carries 0.24; number 18, H, carries 0.24; number 19, H, carries 0.24; number 20, H, carries 0.45; number 21, H, carries 0.46; number 22, H, carries 0.44

***

Q: The lowest ΔE to the lowest compared entry with this formula, charge and spin belongs to which entry?
A: C34H39MnN5O3P2S

***

Q: Which formula does entry 3 have?
A: C13H26NO4OsP2

***

Q: Look up the electronic energy of the first one.
A: -556.56730 Ha